[1]
{
  "formula": "C41H44N4O3SV",
  "method": "ωB97M-V with the def2-TZVPD basis set",
  "homo_ha": [-0.089, -0.089],
  "charge": -1,
  "total_energy_ha": -3375.36232,
  "fmax_ha_per_bohr": 0.218,
  "homo_lumo_gap_ev": [4.88, 4.84],
  "symbols": ["H", "H", "H", "C", "H", "H", "H", "C", "H", "C", "C", "H", "C", "C", "H", "H", "C", "H", "C", "H", "H", "H", "H", "C", "O", "H", "C", "C", "H", "H", "C", "C", "C", "C", "H", "C", "H", "C", "C", "C", "H", "C", "H", "H", "C", "H", "N", "C", "H", "H", "N", "H", "C", "H", "H", "H", "C", "C", "C", "H", "C", "C", "C", "H", "V", "H", "N", "H", "H", "N", "H", "O", "O", "H", "H", "C", "C", "C", "C", "H", "H", "C", "S", "H", "C", "H", "C", "H", "C", "C", "C", "C", "H", "C"],
  "xyz": [[4.27594, 2.42579, -0.22427], [2.22583, 1.08171, 3.03555], [-2.62371, 0.63162, 2.88081], [0.90606, 3.96951, -1.17517], [1.56927, -1.52947, 2.91990], [-0.05656, 4.38921, -1.44258], [0.22654, -2.91430, 2.28175], [-1.87080, -3.65671, -3.06332], [-4.58348, -1.42904, 1.82566], [3.72870, 0.29029, -2.90652], [2.54182, 0.46741, -3.69488], [-3.75190, 2.10347, -1.80129], [-2.53602, 4.51479, 1.99256], [-3.28156, -0.22607, 3.01300], [-2.75407, 0.83738, -1.07643], [-2.23377, 5.33896, 2.63113], [-2.15323, -2.15539, -1.16944], [-3.71339, -2.72620, -2.51850], [-1.96835, 2.45546, 0.86603], [-4.47391, 0.96771, -0.67808], [-0.61493, -0.06514, 4.46411], [2.73656, 0.76004, -4.72212], [-4.56352, 5.19632, 1.79797], [-0.19055, -1.00103, 4.08390], [-0.23224, -1.55087, 0.10231], [-2.27813, -4.16396, -3.92806], [0.00277, -3.17563, -1.60454], [3.55021, -2.87132, -1.49613], [0.85652, -2.26863, -3.47080], [4.00598, 4.85216, -0.18057], [-3.89920, -0.57883, 1.69458], [-0.52981, -3.83918, -2.68093], [3.31543, 2.85169, -0.48841], [1.95253, 4.80111, -0.81545], [0.48033, 0.80972, -4.07687], [2.67472, 0.05747, 0.78445], [0.17547, 4.75137, 1.66389], [-2.65861, -2.84021, -2.28285], [1.79008, -2.70030, -3.13998], [-3.83071, 4.45398, 1.50583], [0.50310, 3.02384, 1.67843], [-0.76060, -2.23735, -0.83262], [1.82315, 5.87648, -0.79696], [4.64362, 0.19286, -3.48392], [1.18418, 0.38303, -3.36570], [1.92501, -4.03949, -4.79905], [-2.80501, -0.89619, 0.78801], [-0.80075, -2.83261, 2.63284], [-4.51164, 0.24241, 1.32270], [-1.44611, -3.09496, 1.79502], [-1.09273, -1.46664, 3.05826], [4.02464, -5.09039, -4.01446], [4.13652, -3.88382, -2.24018], [4.81483, 0.03717, -1.09823], [1.84835, -0.67461, 4.44141], [-0.94984, -3.54714, 3.46021], [1.19791, -0.73067, 3.56162], [-4.15118, 3.46681, 0.58672], [2.39234, -3.70614, -3.88129], [0.09538, -4.52355, -3.24579], [2.26449, 1.99395, -0.83502], [-3.56827, 1.53315, -0.88650], [3.85776, 0.26295, -1.55340], [-2.97086, -2.34073, 3.27989], [-0.26061, 0.01385, 0.32321], [1.03849, -3.32157, -1.31753], [1.31276, 0.39375, 1.28287], [-0.14458, -1.69284, 4.94712], [-2.48378, -1.34269, 4.63874], [-1.13306, 1.37002, 0.65945], [-4.14632, -1.73903, -0.51864], [-0.57492, 0.04332, -1.73734], [2.90412, -1.28345, 0.69977], [3.95445, -2.53602, -0.55149], [-0.05099, 3.83913, 3.15567], [-3.08955, -1.53023, -0.27346], [-3.23256, 2.48893, 0.23201], [1.30083, 0.56972, 2.73904], [-1.58507, 3.55854, 1.65642], [5.04127, -4.35577, -1.87714], [-5.12742, 3.46032, 0.11267], [2.67015, 0.51315, -0.68916], [1.56685, -1.02274, -0.97326], [0.18460, 2.00686, -1.44282], [0.60499, -0.19182, -2.23934], [-4.05508, 0.05359, 3.73433], [-2.47889, -1.39901, 3.54120], [3.42529, 0.58725, 1.39010], [-0.15639, 3.79109, 2.06908], [1.05197, 2.58596, -1.17675], [3.56654, -4.29501, -3.43843], [3.16757, 4.22825, -0.46693], [0.46436, 1.20967, 3.01301], [2.39439, -2.26644, -1.97063]],
  "lowdin_charge": [0.11, 0.11, 0.10, -0.09, 0.09, 0.11, 0.08, -0.07, 0.12, -0.14, -0.11, 0.09, -0.07, -0.17, 0.04, 0.11, -0.12, 0.11, -0.24, 0.07, 0.12, 0.07, 0.09, -0.24, -0.33, 0.09, -0.04, -0.06, 0.11, 0.09, -0.22, -0.08, -0.03, -0.12, 0.11, -0.53, 0.08, -0.04, -0.14, -0.11, 0.05, -0.33, 0.09, 0.09, -0.11, 0.11, 0.04, -0.08, 0.10, 0.08, -0.20, 0.09, -0.08, 0.11, 0.11, 0.09, -0.16, -0.08, -0.08, 0.11, -0.13, -0.05, -0.13, 0.11, 0.94, 0.10, -0.13, 0.12, 0.11, -0.06, 0.13, -0.21, -0.25, 0.10, 0.08, -0.13, -0.21, -0.21, -0.21, 0.10, 0.11, -0.35, 1.25, 0.08, -0.56, 0.11, -0.21, 0.15, -0.05, -0.03, -0.10, -0.09, 0.09, -0.35]
}


[2]
{
  "formula": "C41H44N5O3S3SbSc",
  "method": "ωB97M-V with the def2-TZVPD basis set",
  "homo_ha": -0.383,
  "charge": 1,
  "total_energy_ha": -4283.83584,
  "e_above_lowest_kj_mol": 38.09,
  "fmax_ha_per_bohr": 0.014,
  "homo_lumo_gap_ev": 8.05,
  "symbols": ["C", "O", "N", "C", "H", "S", "C", "H", "H", "N", "H", "H", "C", "H", "H", "H", "C", "H", "H", "C", "C", "H", "N", "C", "C", "H", "H", "H", "H", "H", "H", "H", "H", "C", "C", "C", "H", "C", "H", "C", "C", "C", "H", "H", "Sc", "H", "H", "C", "C", "C", "C", "H", "H", "H", "C", "C", "C", "H", "H", "H", "N", "H", "H", "H", "H", "C", "C", "S", "C", "H", "Sb", "C", "O", "O", "H", "C", "C", "S", "H", "C", "H", "H", "C", "C", "N", "C", "C", "H", "H", "H", "C", "H", "C", "C", "C", "C", "C", "C"],
  "xyz": [[-2.51182, -2.45655, -2.32290], [-0.76603, 1.88989, 1.40778], [2.64592, -1.74782, 0.49773], [2.48592, -3.16551, 2.96069], [1.95937, -4.09057, 3.19878], [0.22624, 1.32323, -1.71619], [-3.44125, -0.31829, -2.93069], [1.31554, 1.07772, 5.15828], [2.25431, 2.58405, -1.03181], [1.62907, -1.47471, 1.39891], [4.74630, -3.96631, -2.32828], [-5.56581, -0.12670, -2.73504], [-1.11957, -1.95665, 5.16944], [-1.29289, -2.26065, 6.19314], [1.56852, -4.66651, -5.15245], [-2.26257, 0.65034, -7.99829], [0.08591, -2.25169, 4.54693], [-3.31945, 0.69376, -3.30078], [0.86326, -2.78979, 5.07044], [4.38224, -1.93279, -1.67709], [0.84561, -1.46758, -4.31348], [-3.04417, -1.02414, 4.90145], [2.41500, 1.29628, 0.62291], [-1.51555, 0.36422, -6.01016], [2.81303, 2.25982, -0.16830], [-1.52638, -0.71786, -6.10015], [-3.72880, 4.06455, 4.71224], [-2.28018, 0.73973, -0.09096], [-0.74872, 2.84591, -3.83366], [-3.92164, -3.93319, -1.67332], [-3.24099, 2.02386, 2.09830], [3.52793, -1.04734, -6.33508], [4.67571, -3.76641, -0.57354], [-1.08853, 0.97527, -4.83243], [-2.02787, 3.77371, 5.97084], [0.28296, -1.83176, 3.24287], [3.36350, -3.51188, -6.40024], [-3.02237, 3.04930, 2.40374], [-3.96896, 3.54705, 2.60885], [-2.08943, -1.27420, 4.46113], [-2.16380, 3.08559, 3.64334], [-2.72110, 3.66961, 4.77345], [2.51301, -2.33573, -2.61342], [-2.54253, -0.36660, 2.55575], [0.28948, 0.20584, 0.74227], [-2.28787, -0.77740, -0.41142], [1.93527, 2.47268, 4.30727], [2.12657, -1.89722, -0.69378], [1.28037, 2.16692, 5.12136], [-3.78735, -2.91745, -2.02127], [1.83517, -0.81509, -5.04107], [-3.72348, 4.29308, 7.19136], [-1.66731, -3.11815, -2.18610], [1.90352, 0.26719, -5.03419], [-4.71143, -0.78005, -2.61675], [1.64922, -3.58814, -5.11391], [-1.91679, 2.51731, -6.99514], [6.10018, -3.22796, -1.47357], [-2.46912, 5.52382, 7.12417], [5.29483, 1.87746, 2.21392], [2.93079, -1.98751, -1.76620], [4.62834, -1.28679, -0.83553], [-5.87610, -2.44148, -1.92221], [-0.17557, 3.36110, 6.95027], [3.23964, -3.35671, 2.20305], [0.74766, -2.85485, -4.35425], [1.52916, -2.12452, 2.48987], [4.28269, 2.98146, 0.26389], [-1.49036, 3.13072, -5.82732], [1.67731, 2.55871, 6.05684], [-0.47224, -0.26067, -3.21797], [-4.88493, -2.08007, -2.16233], [-1.94608, -0.11737, 0.20857], [0.72459, 1.05974, 2.73476], [-0.01099, -3.37340, -3.78256], [2.65527, -2.93780, -5.81734], [-2.64520, 4.44666, 7.16233], [0.37690, -2.04183, -0.92695], [4.74932, -1.44594, -2.58263], [2.74829, -1.55374, -5.78145], [3.16541, 0.32088, 2.35449], [-2.23778, 3.11811, -7.83600], [-0.13077, 2.66306, 4.93523], [4.44032, 1.87674, 1.55913], [-0.66041, -1.16791, 2.55265], [-1.07754, 2.36214, -4.74504], [3.34673, 1.08515, 1.61853], [2.98418, -2.82783, 3.87303], [-1.47817, 4.21062, -5.75657], [-2.54179, 3.53482, 1.55844], [-1.93063, 1.13098, -7.08734], [-2.21758, 4.07738, 8.09361], [-0.26298, 1.83154, 2.58834], [5.01271, -3.30458, -1.50198], [-1.81522, -0.90237, 3.15237], [-0.73501, 3.27298, 6.02587], [-0.85757, 2.55962, 3.73072], [-2.33259, -1.15249, -2.78020]],
  "lowdin_charge": [-0.16, -0.11, 0.03, 0.00, 0.10, 0.21, -0.12, 0.08, 0.01, -0.13, 0.07, 0.11, -0.03, 0.12, 0.11, 0.11, 0.01, 0.10, 0.12, -0.23, -0.39, 0.12, -0.09, -0.12, -0.50, 0.11, 0.12, 0.07, 0.06, 0.11, 0.07, 0.11, 0.07, -0.37, -0.25, -0.20, 0.11, -0.03, 0.08, -0.02, -0.17, -0.01, 0.09, 0.11, 0.78, 0.04, 0.08, -0.74, -0.03, -0.06, -0.12, 0.08, 0.05, 0.11, -0.06, -0.07, -0.07, 0.08, 0.09, 0.08, 0.01, 0.11, 0.11, 0.12, 0.07, -0.14, -0.25, 1.07, -0.08, 0.08, 1.25, -0.06, -0.13, -0.08, 0.09, -0.07, -0.04, 0.65, 0.11, -0.07, 0.11, 0.11, -0.17, -0.36, 0.07, -0.14, -0.24, 0.10, 0.11, 0.09, -0.07, 0.08, -0.52, -0.08, -0.10, 0.00, -0.04, -0.37]
}